No. 1
Molecular formula: C33H45IrN5S
Method: DFT, the ωB97M-V functional and the def2-TZVPD basis

Computed properties:
Energy above the lowest of the compared OMol25 structures with the same formula, charge and spin = 51.3 kcal/mol
2S+1 = 5
Total energy = -2060.48176 hartree
Largest force on an atom = 4.7 eV/A
LUMO level (spin up / spin down) = 2.6832 / 2.6571 eV
Net charge = -1
Molar mass = 736.042 g/mol

Geometry as XYZ:
```
85
Properties=species:S:1:pos:R:3:forces:R:3
Ir -0.01475 0.06157 -0.64744 -0.50 -0.50 3.00
N -0.78901 3.97951 -2.02490 0.33 0.23 -0.24
N 3.00855 0.08568 -1.53978 -4.05 1.79 -1.43
C -1.67663 -1.63574 -0.27045 -0.51 0.73 -0.45
C -1.84802 -1.14220 -1.61941 0.17 0.06 0.64
C -2.41175 0.17163 -1.51440 -0.95 -0.34 0.52
C -2.69973 1.11626 -2.62317 -1.08 0.23 -0.69
H -2.50044 0.64747 -3.58897 0.00 0.16 -0.02
H -1.99271 1.98453 -2.50897 -1.28 -0.29 -0.43
H -3.71935 1.50602 -2.62646 -0.33 -0.20 0.07
C -2.54114 0.51400 -0.14019 0.30 -0.73 -0.74
C -3.02017 1.82996 0.34355 -0.12 0.39 0.18
H -4.11942 1.89854 0.30554 0.19 -0.01 0.00
H -2.61699 2.65052 -0.26962 -0.10 -0.26 0.11
H -2.70634 2.00612 1.37861 -0.08 -0.06 -0.17
C -2.08722 -0.59133 0.63600 0.07 -0.19 -1.18
C -2.18767 -0.70684 2.11066 0.05 0.05 0.47
H -1.97145 0.25791 2.58618 -0.12 -0.24 -0.11
H -1.47988 -1.44850 2.50125 -0.14 0.14 -0.03
H -3.20056 -1.00904 2.42852 0.22 0.00 -0.15
C -1.70817 -1.93339 -2.87674 -0.16 -0.15 -0.23
H -2.67542 -2.33361 -3.22549 0.18 0.08 0.09
H -1.03958 -2.78505 -2.72528 -0.04 0.13 -0.06
H -1.30276 -1.30815 -3.67978 0.01 -0.18 0.06
C -1.43247 -3.05403 0.11421 0.32 -0.24 0.04
H -0.95302 -3.10181 1.09898 -0.04 -0.13 -0.20
H -0.75938 -3.52509 -0.61109 -0.20 -0.07 0.28
H -2.35728 -3.65702 0.16259 0.15 0.33 -0.05
C -0.30004 5.22596 -2.04042 1.02 -0.25 0.86
H -0.99770 6.01879 -2.37644 0.54 -0.43 0.33
C 1.01876 5.50502 -1.59790 -0.99 0.12 -0.31
H 1.31283 6.55524 -1.48788 0.13 -0.45 -0.19
C 1.87460 4.43281 -1.28139 -0.12 0.04 -0.28
H 2.92862 4.63186 -1.00378 -0.75 -0.19 -0.15
C 1.39304 3.12769 -1.37949 -0.01 0.58 -0.33
H 2.04678 2.25371 -1.29742 -0.24 0.34 0.21
C 0.02669 2.94270 -1.71104 -0.27 0.36 -0.53
C -0.55088 1.59361 -1.90046 3.95 1.13 -1.01
H -0.28317 1.24190 -2.92915 -0.43 0.30 0.53
C 1.87472 -0.55490 -1.09018 2.23 -1.60 0.30
C 3.40938 -0.61568 -2.65793 1.05 -1.65 1.34
H 3.93471 -0.20230 -3.52571 0.39 -0.09 0.87
C 3.05466 -1.93082 -2.46220 0.11 0.63 -0.89
H 3.53697 -2.81110 -2.85714 -0.34 0.21 -0.06
N 2.06637 -1.94302 -1.48513 0.31 0.87 -0.57
C 1.73639 -3.13013 -0.80615 0.74 -0.26 0.06
C 1.59333 -4.30597 -1.57459 0.15 0.32 0.93
C 1.56565 -5.52975 -0.91548 -0.12 -0.23 -0.04
H 1.48865 -6.43430 -1.51573 -0.08 0.05 0.02
C 1.64728 -5.64824 0.46752 -0.05 0.43 -0.21
C 1.59733 -6.99822 1.13211 0.01 -0.22 0.08
H 1.07113 -6.95698 2.09143 0.04 0.03 -0.13
H 2.59572 -7.41004 1.33347 -0.10 0.17 -0.06
H 1.07973 -7.72433 0.49560 0.04 0.11 0.10
C 1.79308 -4.46709 1.19401 -0.16 -0.40 -0.02
H 1.88172 -4.55517 2.27620 0.02 0.19 -0.09
C 1.86866 -3.21005 0.59517 0.02 -0.48 -0.03
C 2.16001 -2.03544 1.47492 -0.16 0.16 0.57
H 2.95270 -1.39786 1.06929 -0.30 0.02 -0.01
H 2.47330 -2.38043 2.47328 -0.02 -0.04 -0.30
H 1.25752 -1.42243 1.62526 0.39 0.04 -0.18
C 1.52432 -4.26778 -3.06087 -0.15 -0.61 -0.61
H 2.50942 -4.12604 -3.52094 -0.46 -0.03 0.02
H 0.84572 -3.48353 -3.41453 0.30 -0.10 -0.04
H 1.17241 -5.24510 -3.41096 -0.16 0.18 -0.04
C -0.02705 1.07800 3.97975 -0.19 0.23 -0.03
N -0.70741 2.15176 3.24214 -0.95 -0.57 2.11
C -1.52137 3.08440 4.03614 0.47 -0.41 -0.38
C -0.20623 2.53750 2.04328 1.13 -0.59 -1.90
S 0.74567 1.33381 1.15265 0.90 0.76 0.78
N -0.21154 3.87886 1.70706 -0.21 1.10 -0.25
C 1.00328 4.68504 1.87278 -0.50 -0.55 0.08
C -1.41551 4.60430 1.30130 0.32 -0.19 -0.08
H -0.48904 1.01162 4.97052 0.12 -0.11 -0.14
H 1.04710 1.29896 4.08222 -0.19 -0.11 -0.01
H -0.13677 0.12162 3.45721 0.19 0.24 0.23
H -1.05692 4.08187 4.05054 -0.23 -0.12 0.07
H -2.54116 3.15610 3.62724 0.23 0.11 0.13
H -1.58598 2.68836 5.05336 -0.05 0.21 -0.17
H 0.96447 5.54906 1.19788 0.13 -0.25 0.14
H 1.09298 5.04262 2.91562 0.12 0.03 -0.13
H 1.86708 4.05725 1.62891 -0.06 0.22 0.01
H -1.54036 4.56567 0.21233 -0.15 0.09 0.17
H -2.31715 4.19549 1.77080 0.17 0.10 -0.09
H -1.32175 5.65719 1.59898 -0.06 -0.15 0.02
```
Positions in Å, forces in eV/Å.

Population analysis type Löwdin, resulting atomic charges in e: 1.044, 0.066, 0.002, -0.297, -0.306, -0.307, -0.076, 0.081, 0.039, 0.082, -0.266, -0.026, 0.091, 0.073, 0.053, -0.276, -0.045, 0.048, 0.073, 0.091, -0.048, 0.083, 0.051, 0.076, -0.036, 0.071, 0.060, 0.091, -0.178, 0.097, -0.114, 0.084, -0.101, 0.110, -0.077, 0.058, -0.348, -0.260, 0.085, -0.383, -0.181, 0.084, -0.129, 0.088, -0.055, -0.159, -0.220, -0.026, 0.110, -0.279, -0.067, 0.072, 0.076, 0.070, -0.024, 0.113, -0.199, -0.062, 0.085, 0.076, 0.027, -0.061, 0.062, 0.076, 0.077, -0.118, -0.243, -0.057, -0.681, 0.671, -0.248, -0.082, -0.082, 0.075, 0.083, 0.033, 0.083, 0.073, 0.072, 0.066, 0.071, 0.070, 0.051, 0.058, 0.083

No. 2
Molecular formula: C33H45N2O2P2Ti
Method: DFT, the ωB97M-V functional and the def2-TZVPD basis

Computed properties:
Energy above the lowest of the compared OMol25 structures with the same formula, charge and spin = 0.0 kcal/mol
2S+1 = 2
Total energy = -3076.29870 hartree
Largest force on an atom = 0.4 eV/A
LUMO level (spin up / spin down) = -5.9414 / -6.2037 eV
Net charge = +2
Molar mass = 611.550 g/mol

Geometry as XYZ:
```
85
Properties=species:S:1:pos:R:3:forces:R:3
Ti -0.46243 0.27372 -0.39213 0.08 0.23 0.33
C 3.40348 0.28976 -0.75021 0.01 0.00 0.00
P 1.84318 0.27448 -1.68273 -0.16 0.00 0.00
C 2.03439 -1.14383 -2.80629 -0.01 -0.01 0.00
C 1.91513 1.75087 -2.74157 -0.01 0.01 0.02
C 2.82067 1.81461 -3.79770 0.00 0.01 -0.02
C 2.88767 2.94096 -4.60223 0.00 0.00 0.01
C 2.05114 4.01848 -4.35199 0.00 -0.01 0.00
C 1.15491 3.97254 -3.29489 0.01 0.00 0.00
C 1.07602 2.84570 -2.48040 0.02 -0.02 0.01
P -0.04997 2.78281 -1.05151 -0.02 -0.09 0.08
C -1.30542 4.06288 -1.35140 -0.01 0.00 -0.02
C 0.90829 3.47772 0.33276 0.00 -0.01 0.03
H 4.23947 0.35976 -1.44747 0.00 0.00 0.00
H 3.49778 -0.62620 -0.16590 0.00 0.00 0.00
H 3.43627 1.14135 -0.07185 -0.01 0.00 0.00
H 2.99240 -1.11932 -3.32459 0.00 0.01 0.00
H 1.23299 -1.14428 -3.54493 0.00 0.00 0.00
H 1.97963 -2.06615 -2.22653 0.00 0.00 0.00
H 3.48064 0.98162 -4.00524 0.00 0.00 0.00
H 3.59031 2.97636 -5.42347 0.00 0.00 0.00
H 2.09781 4.89887 -4.97831 0.00 0.00 0.00
H 0.51675 4.82677 -3.11474 0.00 0.00 0.00
H -1.84049 3.87445 -2.28177 0.00 0.01 0.00
H -0.84860 5.05118 -1.39683 0.00 0.00 0.00
H -2.01202 4.06249 -0.51990 0.01 0.00 -0.01
H 1.28303 4.47185 0.08775 0.00 -0.01 -0.01
H 1.74775 2.82495 0.57242 0.00 0.00 -0.01
H 0.26535 3.53423 1.21318 0.01 0.00 0.00
N -3.00378 -0.96406 -1.74967 0.01 -0.01 -0.03
C -4.26462 -0.75867 -2.14146 -0.01 -0.01 0.04
C -4.51999 0.59225 -2.01637 0.01 0.00 -0.02
C -3.33025 1.13345 -1.54260 -0.01 0.00 0.02
N -2.39929 0.18584 -1.37883 0.11 0.02 0.05
H -2.48898 -1.82944 -1.71661 0.01 0.00 0.00
H -4.88595 -1.57256 -2.47595 -0.01 0.00 -0.01
H -5.43737 1.10666 -2.23897 0.00 0.00 -0.01
H -3.10655 2.15632 -1.29727 0.00 0.01 0.01
C -0.17725 -3.01739 1.33151 -0.01 0.00 -0.04
C -0.41478 -2.89906 -0.13763 0.00 0.06 0.12
O -0.54006 -1.76274 -0.64575 0.04 -0.18 -0.12
C -0.52555 -4.07829 -0.98796 0.00 0.00 0.02
C -0.63505 -3.92885 -2.37797 0.02 0.02 -0.02
C -0.75582 -5.03927 -3.18803 0.00 -0.01 0.00
C -0.76858 -6.31041 -2.61946 0.00 0.01 0.00
C -0.65357 -6.47132 -1.24518 0.00 0.01 0.00
C -0.52873 -5.36111 -0.42955 0.00 -0.01 0.00
H -0.06319 -2.03346 1.77998 0.00 -0.01 0.00
H 0.70795 -3.62342 1.52947 -0.01 -0.01 -0.01
H -1.02364 -3.52634 1.79864 -0.01 0.00 0.00
H -0.59521 -2.93971 -2.81788 -0.02 -0.01 0.01
H -0.83277 -4.92568 -4.26050 0.00 0.00 0.00
H -0.86342 -7.18056 -3.25510 0.00 0.00 0.00
H -0.66040 -7.46162 -0.81202 0.00 0.00 0.00
H -0.44262 -5.49641 0.63957 0.00 0.00 0.01
C -2.70460 2.26380 1.86547 0.00 -0.02 -0.02
C -2.72698 1.01064 2.74331 -0.01 -0.03 -0.01
C -3.26737 -0.22621 2.01938 -0.01 0.01 0.00
C -1.39728 0.74528 3.42226 -0.02 0.04 -0.02
C -1.33390 0.76616 4.80966 0.02 -0.01 0.01
C -0.14435 0.53891 5.48509 0.00 0.01 -0.02
C 1.01157 0.28852 4.77020 -0.01 0.00 0.01
C 1.00616 0.25749 3.37864 0.02 -0.02 0.01
C 2.29103 0.00003 2.62086 0.00 0.00 0.01
C 3.28804 1.14194 2.83342 0.00 -0.01 0.00
C 2.92013 -1.33984 3.00780 0.01 0.00 0.00
C -0.20790 0.48756 2.73023 0.02 0.03 -0.02
O -0.21830 0.46072 1.34931 -0.13 0.00 -0.32
H -3.69984 2.46545 1.46466 -0.01 0.00 0.00
H -2.01429 2.16376 1.02321 -0.01 -0.02 0.00
H -2.39138 3.13209 2.44644 0.00 0.01 0.00
H -3.43242 1.22178 3.55004 0.00 0.00 0.00
H -2.56718 -0.61033 1.27337 0.03 0.00 -0.04
H -4.20738 0.00070 1.51204 0.00 0.00 0.00
H -3.45343 -1.03102 2.73133 0.00 0.00 0.00
H -2.23836 0.96881 5.36993 0.00 0.00 0.00
H -0.12109 0.56383 6.56573 0.00 0.00 0.01
H 1.94032 0.11808 5.30004 0.00 0.00 0.00
H 2.04037 -0.04203 1.55869 0.00 0.00 -0.01
H 3.56845 1.21727 3.88465 0.00 0.00 0.00
H 2.86624 2.10531 2.54242 -0.01 0.02 -0.01
H 4.20430 0.97263 2.26416 0.00 0.00 0.00
H 3.23878 -1.33872 4.05045 0.00 0.00 0.01
H 3.80511 -1.53946 2.40058 0.01 0.00 -0.01
H 2.21887 -2.16594 2.88065 0.01 0.00 0.01
```
Positions in Å, forces in eV/Å.

Population analysis type Löwdin, resulting atomic charges in e: 0.788, -0.216, 0.887, -0.234, -0.377, -0.070, -0.038, -0.036, -0.064, -0.370, 0.866, -0.245, -0.211, 0.067, 0.054, 0.039, 0.055, 0.058, 0.046, 0.108, 0.122, 0.123, 0.104, 0.059, 0.059, 0.044, 0.069, 0.027, 0.056, 0.023, -0.033, -0.010, -0.117, -0.083, 0.134, 0.140, 0.118, 0.087, 0.038, -0.302, -0.140, -0.162, -0.024, -0.041, -0.025, -0.032, 0.003, 0.073, 0.108, 0.120, 0.105, 0.119, 0.124, 0.123, 0.121, -0.053, -0.344, -0.040, -0.130, -0.011, -0.041, -0.015, -0.135, -0.382, -0.048, -0.043, -0.209, -0.272, 0.090, 0.016, 0.097, 0.136, 0.042, 0.086, 0.093, 0.123, 0.117, 0.122, 0.083, 0.090, 0.075, 0.081, 0.087, 0.083, 0.067

Q: The highest net charge belongs to which entry?
A: C33H45N2O2P2Ti